Record 1
{"formula": "HINO", "method": "wB97M-V/def2-TZVPD", "orbital_gap_ha": [0.25904, 0.25903], "energy_ha": -428.260281, "total_charge": -1, "relative_energy_kcal_mol": 13.87, "species": ["N", "O", "I", "H"], "positions_angstrom": [[-0.1577, 0.7968, -0.4863], [0.0940, 1.8436, 0.2117], [-2.6918, 0.0332, 0.0099], [0.2665, -0.1797, -0.2344]]}

***

Record 2
{"formula": "C40H40N2O5P2S2Y", "method": "wB97M-V/def2-TZVPD", "orbital_gap_ha": 0.30461, "energy_ha": -3551.376920, "total_charge": 1, "relative_energy_kcal_mol": 0.00, "species": ["Y", "O", "S", "C", "C", "C", "C", "C", "C", "P", "C", "C", "C", "C", "C", "C", "C", "C", "C", "C", "C", "C", "C", "C", "C", "C", "C", "C", "P", "C", "C", "C", "C", "C", "C", "C", "C", "C", "C", "C", "C", "H", "H", "H", "H", "H", "H", "H", "H", "H", "H", "H", "H", "H", "H", "H", "H", "H", "H", "H", "H", "H", "H", "H", "H", "H", "H", "H", "H", "N", "C", "C", "C", "C", "N", "H", "H", "H", "H", "H", "H", "H", "H", "H", "H", "H", "H", "O", "S", "O", "O", "O"], "positions_angstrom": [[-0.6732, 0.6321, 0.7749], [0.4745, -0.8038, -0.5405], [1.7471, -0.1734, -1.1508], [1.5912, -0.6685, -2.8468], [2.2273, -1.7410, -3.4441], [1.9362, -2.0266, -4.7720], [1.0115, -1.2554, -5.4591], [0.3611, -0.2002, -4.8298], [0.6388, 0.1223, -3.5079], [-0.2055, 1.4642, -2.5417], [0.5693, 2.9688, -3.1798], [1.3635, 3.6991, -2.3013], [2.0082, 4.8485, -2.7425], [1.8554, 5.2675, -4.0539], [1.0584, 4.5425, -4.9346], [0.4173, 3.3964, -4.4999], [-1.9077, 1.4516, -3.1718], [-2.6326, 2.6430, -3.1899], [-4.0007, 2.6268, -3.4309], [-4.6603, 1.4264, -3.6511], [-3.9453, 0.2345, -3.6305], [-2.5800, 0.2454, -3.3858], [3.0645, -1.0155, -0.3232], [4.2986, -1.0911, -0.9537], [5.4089, -1.5232, -0.2453], [5.2828, -1.8335, 1.0970], [4.0520, -1.7114, 1.7266], [2.9064, -1.3052, 1.0439], [1.3155, -1.1953, 2.0022], [1.8638, -0.9309, 3.7089], [2.3438, 0.3483, 4.0055], [2.6939, 0.6768, 5.3033], [2.5449, -0.2568, 6.3227], [2.0424, -1.5174, 6.0405], [1.7016, -1.8572, 4.7365], [0.7297, -2.9191, 1.9104], [1.5587, -4.0151, 2.1540], [1.0672, -5.3063, 2.0601], [-0.2612, -5.5234, 1.7147], [-1.0932, -4.4454, 1.4589], [-0.5938, -3.1535, 1.5553], [2.9266, -2.3541, -2.8923], [2.4254, -2.8570, -5.2627], [0.7848, -1.4828, -6.4924], [-0.3820, 0.3697, -5.3739], [1.4746, 3.3768, -1.2733], [2.6174, 5.4175, -2.0530], [2.3522, 6.1663, -4.3952], [0.9361, 4.8749, -5.9571], [-0.2125, 2.8414, -5.1858], [-2.1326, 3.5865, -3.0070], [-4.5475, 3.5606, -3.4487], [-5.7244, 1.4176, -3.8467], [-4.4530, -0.7040, -3.8140], [-2.0364, -0.6931, -3.3688], [4.4036, -0.7958, -1.9896], [6.3679, -1.5956, -0.7397], [6.1434, -2.1550, 1.6679], [3.9841, -1.9188, 2.7871], [2.4293, 1.0934, 3.2204], [3.0680, 1.6679, 5.5222], [2.8112, 0.0057, 7.3380], [1.9153, -2.2419, 6.8341], [1.3103, -2.8457, 4.5338], [2.5984, -3.8615, 2.4152], [1.7219, -6.1457, 2.2533], [-0.6430, -6.5330, 1.6400], [-2.1262, -4.6066, 1.1796], [-1.2614, -2.3263, 1.3382], [-3.0432, 0.8916, 0.0941], [-4.0389, 1.3996, 1.0785], [-4.8114, 0.2835, 1.7773], [-4.2989, -0.1889, 3.1359], [-3.0192, -1.0060, 3.1699], [-1.7989, -0.2019, 2.9133], [-2.7977, 1.6933, -0.4916], [-3.5049, 0.2474, -0.5448], [-4.7402, 2.0506, 0.5540], [-3.5047, 2.0273, 1.7953], [-4.9093, -0.5716, 1.0977], [-5.8305, 0.6427, 1.9301], [-5.0768, -0.8132, 3.5813], [-4.1959, 0.6710, 3.8070], [-3.0703, -1.8153, 2.4374], [-2.9383, -1.4761, 4.1523], [-1.0267, -0.6339, 3.4169], [-1.8895, 0.7135, 3.3555], [1.1144, 2.0233, 0.8859], [0.0606, 3.0562, 1.2793], [0.5673, 4.3424, 1.6011], [-0.9100, 2.9708, 0.1390], [-0.6697, 2.3076, 2.3766]]}

***

Record 3
{"formula": "C25H46CeN3OP2Se", "method": "wB97M-V/def2-TZVPD", "orbital_gap_ha": [0.27326, 0.28048], "energy_ha": -4778.396694, "multiplicity": 2, "total_charge": 2, "species": ["Ce", "P", "P", "N", "C", "H", "H", "C", "H", "H", "C", "H", "H", "C", "H", "H", "C", "C", "H", "H", "H", "C", "C", "H", "H", "H", "C", "C", "H", "H", "H", "C", "C", "H", "H", "H", "C", "O", "C", "H", "H", "H", "C", "H", "H", "H", "C", "H", "H", "H", "C", "H", "H", "H", "H", "H", "H", "H", "H", "H", "C", "N", "C", "Se", "N", "C", "C", "C", "C", "C", "C", "H", "H", "H", "H", "H", "H", "H", "H"], "positions_angstrom": [[1.0364, 0.0464, -0.1948], [2.4639, 2.0742, 0.6411], [-0.1733, -0.8433, -2.3565], [2.3028, 1.0634, -2.1992], [3.1066, 3.0251, -0.8220], [2.9135, 4.0969, -0.6415], [4.1971, 2.8618, -0.8822], [2.4702, 2.5725, -2.1392], [1.4879, 3.0253, -2.3114], [3.1093, 2.9316, -2.9614], [1.9524, 0.5233, -3.5949], [2.5609, -0.3738, -3.7631], [2.2141, 1.2470, -4.3752], [0.4603, 0.2214, -3.7257], [0.2063, -0.3129, -4.6537], [-0.1479, 1.1414, -3.6556], [-2.0003, -1.0403, -2.2992], [-2.6875, -0.0421, -1.3149], [-2.7038, 0.9873, -1.6989], [-2.2209, -0.0192, -0.3091], [-3.7293, -0.3547, -1.1146], [0.6520, -2.5077, -2.4953], [0.4714, -3.4076, -1.2248], [1.4030, -3.9415, -0.9777], [-0.3029, -4.1717, -1.3939], [0.2170, -2.8568, -0.2939], [3.9151, 1.3387, 1.5455], [3.5335, 0.8417, 2.9721], [4.2829, 0.1153, 3.3333], [2.5638, 0.3084, 3.0116], [3.4938, 1.6860, 3.6810], [1.5696, 3.2558, 1.7341], [0.7288, 2.5906, 2.8530], [0.0135, 3.3290, 3.2543], [1.3532, 2.2146, 3.6784], [0.1225, 1.7343, 2.5033], [-0.4788, 2.0267, -0.5965], [-1.2352, 2.8980, -0.7264], [0.1740, -3.1562, -3.8201], [-0.6475, -2.6052, -4.3069], [1.0040, -3.1640, -4.5433], [-0.1596, -4.1923, -3.6566], [5.0882, 2.3499, 1.5003], [5.5840, 2.4362, 2.4811], [5.8138, 2.0630, 0.7205], [4.7576, 3.3634, 1.2283], [2.5653, 4.2770, 2.2804], [2.0250, 5.0328, 2.8706], [3.3128, 3.7949, 2.9306], [3.0765, 4.7958, 1.4581], [-2.3893, -2.4738, -1.8893], [-1.9977, -2.7060, -0.8808], [-3.4833, -2.5993, -1.8366], [-1.9922, -3.2196, -2.5905], [-2.3353, -0.7991, -3.3295], [0.8540, 3.7517, 1.0487], [1.7365, -2.2938, -2.5719], [4.1670, 0.4310, 0.9516], [3.2247, 0.6583, -1.9816], [2.5434, -1.1680, -0.3905], [-2.9945, 0.7526, 2.3010], [-2.8541, -0.6717, 2.0516], [-1.6837, -1.3736, 1.8761], [0.0733, -0.9683, 2.3101], [-2.0746, -2.6700, 1.6366], [-3.4653, -2.8037, 1.7520], [-4.2876, -3.9274, 1.6515], [-5.6658, -3.7241, 1.8058], [-6.1791, -2.4278, 2.0396], [-5.3306, -1.3117, 2.1298], [-3.9580, -1.5437, 1.9911], [-3.6291, 1.1894, 1.5174], [-1.9977, 1.2019, 2.2919], [-3.4835, 0.8893, 3.2733], [-1.4134, -3.4305, 1.5284], [-3.8221, -4.8945, 1.4700], [-6.3680, -4.5542, 1.7532], [-7.2539, -2.3075, 2.1560], [-5.6561, -0.2869, 2.3060]]}

***

Record 4
{"formula": "C38H37BrN4O5PRhS3", "method": "wB97M-V/def2-TZVPD", "orbital_gap_ha": [0.18048, 0.16197], "energy_ha": -6285.992651, "multiplicity": 5, "relative_energy_kcal_mol": 17.36, "species": ["Rh", "Br", "C", "C", "C", "C", "O", "C", "C", "N", "C", "C", "C", "C", "C", "C", "C", "C", "N", "C", "C", "H", "H", "H", "H", "H", "H", "H", "H", "H", "H", "C", "C", "C", "C", "C", "C", "C", "S", "O", "O", "N", "C", "C", "C", "C", "C", "C", "C", "C", "N", "C", "H", "H", "H", "H", "H", "H", "H", "H", "H", "H", "H", "H", "H", "C", "C", "C", "O", "P", "S", "S", "O", "C", "C", "C", "H", "H", "H", "H", "H", "H", "H", "H", "H", "H", "H", "H", "H", "H"], "positions_angstrom": [[0.2614, 0.5098, 0.9671], [5.5442, 3.6984, -2.3355], [3.9237, 3.3048, -1.4376], [2.7135, 3.6436, -2.0434], [1.5379, 3.3548, -1.3942], [1.5179, 2.6451, -0.1725], [0.3855, 2.3918, 0.3898], [2.7890, 2.2797, 0.4252], [2.8546, 1.5577, 1.6443], [1.8141, 0.9082, 2.1428], [1.8015, 0.3035, 3.3737], [2.9284, -0.0052, 4.1534], [2.7958, -0.7457, 5.3165], [1.5671, -1.1893, 5.7631], [0.3997, -0.8482, 5.0623], [-0.8979, -1.2558, 5.4401], [-1.9826, -0.8806, 4.6764], [-1.7826, -0.0913, 3.5507], [-0.5708, 0.2958, 3.1674], [0.5145, -0.0800, 3.8718], [3.9700, 2.6740, -0.2171], [2.7094, 4.1271, -3.0086], [0.5806, 3.5858, -1.8329], [3.8077, 1.5406, 2.1652], [3.9150, 0.2837, 3.8268], [3.6840, -0.9998, 5.8724], [1.4926, -1.7994, 6.6512], [-1.0225, -1.8644, 6.3216], [-2.9840, -1.1779, 4.9473], [-2.6139, 0.2396, 2.9449], [4.9184, 2.4210, 0.2315], [-6.4376, 3.6865, 2.1332], [-5.3828, 3.0156, 1.3083], [-5.7022, 2.4893, 0.0610], [-4.7359, 1.8646, -0.7064], [-3.4437, 1.7736, -0.2238], [-3.1024, 2.2800, 1.0142], [-4.0798, 2.8948, 1.7785], [-2.1955, 0.9331, -1.1964], [-1.2680, 1.8776, -1.7415], [-2.8631, 0.0685, -2.1345], [-1.3834, 0.0195, -0.0720], [-1.9762, -1.1012, 0.4116], [-3.3072, -1.4810, 0.2691], [-3.7538, -2.6834, 0.8150], [-2.9103, -3.5391, 1.4873], [-1.5540, -3.2007, 1.6602], [-0.5963, -3.9942, 2.3294], [0.7010, -3.5509, 2.4298], [1.0470, -2.3044, 1.9064], [0.1613, -1.5233, 1.3134], [-1.1041, -1.9631, 1.1484], [-7.0704, 4.3145, 1.5095], [-5.9967, 4.3020, 2.9120], [-7.0728, 2.9371, 2.6057], [-6.7150, 2.5650, -0.3042], [-4.9638, 1.4446, -1.6744], [-2.0796, 2.1958, 1.3607], [-3.8295, 3.2831, 2.7559], [-3.9891, -0.8411, -0.2636], [-4.7975, -2.9384, 0.7099], [-3.2790, -4.4666, 1.8995], [-0.8947, -4.9459, 2.7416], [1.4608, -4.1473, 2.9110], [2.0627, -1.9426, 1.9574], [1.1133, -3.4243, -4.2282], [0.7367, -2.2408, -3.3466], [-0.6740, -1.7565, -3.6346], [1.6299, -1.1495, -3.5990], [2.9077, -0.9336, -2.6580], [4.1375, -2.5213, -2.6962], [2.4288, -0.5908, -0.7396], [3.5421, 0.3951, -3.2295], [3.8944, 0.7140, -4.5862], [2.6652, 1.1447, -5.3716], [4.6323, -0.4243, -5.2700], [0.4275, -4.2461, -4.0417], [2.1268, -3.7570, -4.0144], [1.0476, -3.1375, -5.2763], [0.8247, -2.5205, -2.2858], [-0.7702, -1.4854, -4.6833], [-0.9208, -0.8890, -3.0286], [-1.3817, -2.5489, -3.4088], [4.5721, 1.5694, -4.4656], [2.0054, 0.2987, -5.5476], [2.9789, 1.5621, -6.3254], [2.1132, 1.8985, -4.8165], [3.9726, -1.2825, -5.3952], [5.4935, -0.7302, -4.6800], [4.9759, -0.0937, -6.2474]]}